[1]
# C42H31BBrCeCl2F4N3O9S

C42H31BBrCeCl2F4N3O9S as an isolated structure (ωB97M-V with the def2-TZVPD basis set, OMol25).

```
! wB97M-V def2-TZVPD RIJCOSX def2/J DEFGRID3
* xyz -1 2
Ce 0.59 1.47 0.63
Cl -2.04 5.88 6.44
C -1.74 4.86 5.07
C -2.80 4.52 4.24
C -2.60 3.77 3.10
Cl -3.91 3.41 2.00
C -1.28 3.26 2.83
O -1.06 2.52 1.82
C -0.26 3.63 3.71
C 1.12 3.21 3.50
O 1.59 2.54 2.56
C -0.48 4.38 4.85
H -3.72 4.95 4.52
H 1.84 3.57 4.24
H 0.33 4.63 5.51
O -4.26 -3.71 -2.17
C -3.19 -4.00 -1.67
O -2.53 -5.07 -1.70
C -2.46 -2.88 -0.93
C -3.07 -1.81 -0.28
C -2.31 -0.83 0.37
N -1.00 -0.73 0.34
C -0.43 -1.79 -0.30
C -1.08 -2.85 -0.89
C 1.07 -1.72 -0.22
O 1.70 -2.76 -0.28
O 1.56 -0.52 -0.07
H -4.16 -1.76 -0.30
H -2.90 -0.08 0.92
H -0.50 -3.70 -1.31
C -2.68 0.07 3.85
O -1.31 -0.11 3.47
C -0.77 -1.26 3.84
C -1.46 -2.30 4.45
C -0.83 -3.49 4.62
Br -1.83 -4.96 5.32
C 0.48 -3.72 4.27
C 1.23 -2.65 3.77
C 0.61 -1.47 3.51
O 1.28 -0.44 2.91
C 2.68 -2.83 3.40
N 3.70 -2.82 4.27
C 4.82 -2.97 3.45
C 6.17 -3.05 3.81
C 7.07 -3.28 2.79
C 6.66 -3.42 1.44
C 5.34 -3.29 1.10
C 4.41 -3.07 2.10
N 3.03 -2.94 2.10
H -2.74 0.13 4.91
H -3.31 -0.76 3.42
H -2.95 0.94 3.33
H -2.47 -2.17 4.86
H 1.01 -4.66 4.45
H 2.12 -0.77 2.58
H 6.53 -2.99 4.85
H 8.12 -3.46 3.02
H 7.40 -3.72 0.66
H 5.01 -3.47 0.06
H 2.43 -2.99 1.29
O -0.87 1.55 -1.39
S -1.78 0.84 -2.36
C -0.66 -0.16 -3.42
C -1.41 -0.79 -4.57
C -1.12 -0.56 -5.90
C -1.85 -1.12 -6.94
C -2.88 -1.98 -6.59
C -3.15 -2.28 -5.23
C -2.43 -1.67 -4.25
C -2.16 2.10 -3.60
C -1.03 3.01 -4.04
C -0.41 3.94 -3.20
C 0.62 4.68 -3.73
C 1.06 4.58 -5.05
C 0.38 3.67 -5.89
C -0.65 2.95 -5.37
H -0.30 -0.88 -2.77
H 0.17 0.52 -3.71
H -0.24 0.06 -6.11
H -1.70 -0.83 -7.96
H -3.52 -2.42 -7.34
H -3.91 -3.02 -4.95
H -2.61 -1.87 -3.21
H -2.98 2.67 -3.08
H -2.67 1.62 -4.42
H -0.64 4.03 -2.13
H 1.14 5.38 -3.07
H 1.94 5.19 -5.38
H 0.68 3.54 -6.92
H -1.12 2.24 -6.02
F 3.37 3.82 -1.82
B 2.54 2.95 -1.24
F 3.03 2.37 -0.06
F 2.07 1.90 -2.07
F 1.30 3.54 -0.68
*
```

Calculated values
**Expectation value of S²**: 0.75
**Frontier orbital gap (spin up / spin down)**: 0.245 / 0.245 Ha
**ΔE to the lowest compared entry with this formula, charge and spin**: 5.8 kJ/mol
**E_LUMO (spin up / spin down)**: 0.85 / 0.85 eV

Atomic partial charges in e from the Mulliken method, atoms 1 to 5: atom 1 (Ce): 1.90, atom 2 (Cl): -0.24, atom 3 (C): 0.25, atom 4 (C): -0.53, atom 5 (C): 0.18


[2]
# C42H32AsN3O3PS2Zr

C42H32AsN3O3PS2Zr as an isolated structure (ωB97M-V with the def2-TZVPD basis set, OMol25).

```
! wB97M-V def2-TZVPD RIJCOSX def2/J DEFGRID3
* xyz 3 1
Zr 1.22 0.10 -0.14
O -5.73 0.36 -3.70
N -4.69 0.97 -3.69
O -4.44 1.98 -4.31
C -3.59 0.39 -2.88
C -3.61 -0.94 -2.70
C -2.56 -1.59 -1.98
C -2.52 -2.97 -1.72
C -1.48 -3.50 -1.00
C -0.47 -2.66 -0.56
N -0.47 -1.35 -0.79
C -1.51 -0.82 -1.47
C -1.50 0.60 -1.68
N -0.44 1.27 -1.16
C -0.42 2.60 -1.25
C -1.44 3.32 -1.86
C -2.50 2.65 -2.43
C -2.54 1.24 -2.36
H -4.43 -1.52 -3.10
H -3.32 -3.61 -2.09
H -1.43 -4.56 -0.79
H 0.38 -3.07 -0.02
H 0.43 3.12 -0.82
H -1.39 4.40 -1.90
H -3.28 3.19 -2.93
O 0.35 0.35 1.66
As 1.24 0.91 3.05
C 1.44 2.78 2.85
C 2.46 3.33 2.07
C 2.50 4.70 1.87
C 1.53 5.51 2.44
C 0.50 4.96 3.20
C 0.45 3.59 3.41
C 2.85 -0.06 2.66
C 2.70 -1.38 2.20
C 3.82 -2.18 2.03
C 5.08 -1.69 2.33
C 5.22 -0.39 2.82
C 4.11 0.42 2.99
C 0.33 0.41 4.63
C -0.40 -0.78 4.66
C -1.00 -1.16 5.84
C -0.86 -0.37 6.98
C -0.13 0.81 6.94
C 0.48 1.21 5.76
H 3.22 2.69 1.64
H 3.30 5.13 1.29
H 1.57 6.58 2.30
H -0.25 5.60 3.65
H -0.34 3.16 4.01
H 1.71 -1.81 2.06
H 3.70 -3.20 1.68
H 5.95 -2.32 2.22
H 6.20 -0.02 3.08
H 4.23 1.41 3.40
H -0.51 -1.38 3.76
H -1.58 -2.07 5.89
H -1.33 -0.67 7.90
H -0.02 1.42 7.83
H 1.06 2.13 5.73
S 2.77 1.62 -1.35
P 3.82 -0.10 -1.87
S 2.61 -1.66 -1.29
C 4.11 -0.15 -3.62
C 3.26 -0.84 -4.49
C 3.52 -0.80 -5.85
C 4.61 -0.08 -6.33
C 5.45 0.60 -5.46
C 5.21 0.57 -4.10
C 5.39 -0.11 -1.01
C 6.15 -1.27 -1.12
C 7.42 -1.31 -0.57
C 7.92 -0.19 0.09
C 7.16 0.96 0.19
C 5.89 1.01 -0.35
H 2.42 -1.40 -4.11
H 2.88 -1.34 -6.53
H 4.81 -0.06 -7.40
H 6.30 1.15 -5.84
H 5.87 1.09 -3.42
H 5.76 -2.14 -1.66
H 8.02 -2.21 -0.66
H 8.92 -0.22 0.50
H 7.57 1.84 0.69
H 5.30 1.92 -0.29
*
```

Calculated values
**Frontier orbital gap**: 0.264 Ha
**ΔE to the lowest compared entry with this formula, charge and spin**: 0.0 kJ/mol
**E_LUMO**: -9.18 eV

Atomic partial charges in e from the Mulliken method, atoms 1 to 5: atom 1 (Zr): 0.51, atom 2 (O): -0.53, atom 3 (N): 0.97, atom 4 (O): -0.56, atom 5 (C): 0.02


[3]
# C42H33BrN3P2RhTe

C42H33BrN3P2RhTe as an isolated structure (ωB97M-V with the def2-TZVPD basis set, OMol25).

```
! wB97M-V def2-TZVPD RIJCOSX def2/J DEFGRID3
* xyz 2 5
Rh -1.43 0.66 -0.82
Te -0.64 -0.69 3.08
C 1.19 -0.99 4.01
C 1.34 -0.59 5.32
C 2.57 -0.84 5.93
N 3.58 -1.46 5.31
C 3.40 -1.85 4.05
C 2.22 -1.64 3.34
C 0.09 -0.83 1.12
P -1.08 -1.50 -0.10
C -0.15 -2.48 -1.28
C -0.65 -2.60 -2.57
C 0.05 -3.33 -3.52
C 1.26 -3.92 -3.18
C 1.77 -3.80 -1.89
C 1.07 -3.08 -0.94
C -2.23 -2.56 0.78
C -1.93 -3.90 1.03
C -2.80 -4.67 1.79
C -3.97 -4.11 2.29
C -4.28 -2.78 2.04
C -3.41 -2.01 1.28
P 0.59 0.76 0.37
C 1.92 0.35 -0.77
C 1.67 0.59 -2.12
C 2.61 0.22 -3.08
C 3.80 -0.37 -2.68
C 4.05 -0.61 -1.33
C 3.11 -0.26 -0.38
C 1.12 1.75 1.79
C 0.08 2.33 2.54
C 0.35 2.97 3.74
C 1.66 3.04 4.20
C 2.69 2.48 3.45
C 2.43 1.84 2.25
H 0.56 -0.08 5.87
H 2.75 -0.54 6.95
H 4.23 -2.35 3.58
H 2.13 -1.96 2.31
H -1.59 -2.13 -2.84
H -0.34 -3.43 -4.52
H 1.81 -4.49 -3.92
H 2.71 -4.26 -1.64
H 1.47 -2.97 0.06
H -1.03 -4.35 0.61
H -2.57 -5.71 1.98
H -4.64 -4.72 2.88
H -5.20 -2.36 2.42
H -3.66 -0.97 1.06
H 0.76 1.08 -2.44
H 2.41 0.40 -4.13
H 4.54 -0.65 -3.42
H 4.98 -1.08 -1.03
H 3.29 -0.51 0.66
H -0.94 2.31 2.16
H -0.45 3.45 4.30
H 1.88 3.55 5.13
H 3.71 2.54 3.81
H 3.25 1.45 1.67
Br 2.88 6.74 -1.41
C 1.55 5.42 -1.53
C 0.87 5.02 -0.39
C -0.11 4.04 -0.49
C -0.41 3.46 -1.71
C 0.28 3.87 -2.85
C 1.26 4.85 -2.76
N -1.41 2.45 -1.79
C -2.34 2.52 -2.75
C -3.25 1.46 -2.88
C -4.33 1.46 -3.79
C -5.18 0.40 -3.83
C -4.97 -0.69 -2.96
C -3.91 -0.65 -2.10
N -3.05 0.39 -2.04
H 1.09 5.49 0.56
H -0.68 3.76 0.38
H 0.06 3.41 -3.81
H 1.79 5.17 -3.65
H -2.41 3.40 -3.38
H -4.47 2.32 -4.43
H -6.02 0.40 -4.52
H -5.62 -1.56 -2.97
H -3.73 -1.48 -1.43
*
```

Calculated values
**Expectation value of S²**: 6.03
**Frontier orbital gap (spin up / spin down)**: 0.193 / 0.145 Ha
**E_LUMO (spin up / spin down)**: -5.69 / -8.85 eV

Atomic partial charges in e from the Mulliken method, atoms 1 to 5: atom 1 (Rh): -0.19, atom 2 (Te): 0.83, atom 3 (C): 0.47, atom 4 (C): -0.57, atom 5 (C): -0.41


[4]
# C42H34As2N3O2Rh

C42H34As2N3O2Rh as an isolated structure (ωB97M-V with the def2-TZVPD basis set, OMol25).

```
! wB97M-V def2-TZVPD RIJCOSX def2/J DEFGRID3
* xyz 2 5
Rh -0.37 -0.42 -0.07
O 0.06 6.11 2.18
C -0.94 5.43 2.38
O -1.97 5.56 3.03
C -0.82 3.98 1.71
C 0.34 3.60 1.04
C 0.42 2.34 0.47
N -0.62 1.51 0.53
C -1.73 1.83 1.20
C -1.86 3.07 1.80
C -2.78 0.75 1.23
C -4.05 0.97 1.73
C -4.97 -0.07 1.71
C -4.60 -1.31 1.20
C -3.31 -1.47 0.72
N -2.42 -0.47 0.75
C 1.62 1.80 -0.25
C 2.73 2.57 -0.54
C 3.80 1.99 -1.19
C 3.74 0.65 -1.56
C 2.61 -0.06 -1.25
N 1.57 0.49 -0.61
H 1.15 4.33 1.00
H -2.74 3.39 2.35
H -4.32 1.94 2.12
H -5.96 0.09 2.10
H -5.29 -2.14 1.16
H -2.97 -2.41 0.32
H 2.75 3.61 -0.25
H 4.67 2.58 -1.42
H 4.56 0.17 -2.07
H 2.50 -1.11 -1.51
C -0.68 -3.65 -1.53
C 0.51 -3.84 -0.59
As 0.58 -2.66 0.96
C 2.26 -2.97 1.79
C 3.40 -3.12 1.00
C 4.61 -3.40 1.61
C 4.69 -3.50 3.00
C 3.55 -3.32 3.77
C 2.33 -3.06 3.18
C -0.78 -3.29 2.16
C -1.23 -4.61 2.08
C -2.20 -5.05 2.98
C -2.69 -4.19 3.95
C -2.22 -2.89 4.03
C -1.27 -2.43 3.14
As -0.82 -1.82 -2.22
C 0.04 -1.77 -3.91
C 1.21 -2.51 -4.10
C 1.83 -2.52 -5.34
C 1.29 -1.78 -6.38
C 0.14 -1.02 -6.18
C -0.49 -1.01 -4.95
C -2.69 -1.54 -2.55
C -3.24 -0.28 -2.37
C -4.58 -0.07 -2.61
C -5.39 -1.13 -3.01
C -4.84 -2.39 -3.20
C -3.49 -2.60 -2.97
H -1.64 -3.90 -1.07
H -0.55 -4.30 -2.41
H 1.44 -3.63 -1.14
H 0.61 -4.86 -0.21
H 3.37 -3.03 -0.08
H 5.50 -3.52 1.01
H 5.63 -3.72 3.47
H 3.61 -3.40 4.85
H 1.45 -2.93 3.80
H -0.85 -5.30 1.35
H -2.55 -6.07 2.92
H -3.43 -4.55 4.65
H -2.59 -2.23 4.80
H -0.93 -1.41 3.22
H 1.65 -3.09 -3.29
H 2.73 -3.10 -5.49
H 1.77 -1.79 -7.35
H -0.27 -0.45 -7.00
H -1.39 -0.42 -4.82
H -2.62 0.57 -2.05
H -5.01 0.91 -2.48
H -6.44 -0.96 -3.20
H -5.46 -3.21 -3.53
H -3.08 -3.59 -3.14
*
```

Calculated values
**Expectation value of S²**: 6.01
**Frontier orbital gap (spin up / spin down)**: 0.220 / 0.103 Ha
**E_LUMO (spin up / spin down)**: -6.03 / -9.20 eV

Atomic partial charges in e from the Mulliken method, atoms 1 to 5: atom 1 (Rh): 1.23, atom 2 (O): -0.67, atom 3 (C): 0.43, atom 4 (O): -0.68, atom 5 (C): -0.54


[5]
# C42H34AuNP2S5

C42H34AuNP2S5 as an isolated structure (ωB97M-V with the def2-TZVPD basis set, OMol25).

```
! wB97M-V def2-TZVPD RIJCOSX def2/J DEFGRID3
* xyz 0 1
Au -0.67 0.93 0.49
C -1.39 4.18 0.25
P 0.16 3.26 0.65
C 1.31 3.66 -0.70
C 1.44 4.94 -1.25
C 2.40 5.19 -2.22
C 3.24 4.17 -2.66
C 3.09 2.89 -2.15
C 2.13 2.64 -1.18
C 0.77 4.15 2.12
C 0.32 3.68 3.35
C 0.67 4.32 4.52
C 1.49 5.45 4.48
C 1.96 5.91 3.26
C 1.60 5.26 2.08
C -2.32 3.39 -0.63
C -3.49 3.76 -1.28
C -4.06 2.57 -1.80
C -3.20 1.54 -1.44
C -3.29 0.05 -1.66
P -2.40 -0.87 -0.33
C -3.47 -2.28 0.14
C -3.24 -2.86 1.38
C -3.94 -3.99 1.78
C -4.91 -4.54 0.95
C -5.16 -3.95 -0.29
C -4.45 -2.84 -0.69
C -0.99 -1.78 -1.18
C -0.42 -0.95 -2.29
C 0.04 -1.49 -3.42
C -0.01 -2.93 -3.67
C -0.54 -3.78 -2.79
C -1.08 -3.33 -1.47
N -2.15 2.05 -0.75
H -1.16 5.16 -0.19
H -1.85 4.38 1.23
H 0.78 5.74 -0.94
H 2.49 6.18 -2.64
H 4.00 4.38 -3.40
H 3.72 2.08 -2.50
H 2.00 1.64 -0.79
H -0.30 2.79 3.39
H 0.32 3.95 5.47
H 1.76 5.96 5.39
H 2.60 6.78 3.22
H 1.99 5.62 1.14
H -3.90 4.76 -1.35
H -4.98 2.47 -2.35
H -2.86 -0.23 -2.63
H -4.34 -0.27 -1.67
H -2.50 -2.43 2.04
H -3.74 -4.44 2.75
H -5.46 -5.41 1.26
H -5.92 -4.37 -0.94
H -4.64 -2.41 -1.67
H -0.38 0.13 -2.15
H 0.45 -0.85 -4.19
H 0.39 -3.30 -4.61
H -0.58 -4.84 -3.01
H -2.07 -3.76 -1.28
C 0.01 -2.19 -0.11
C -0.11 -3.51 -0.31
C 0.44 -4.73 0.26
C -0.16 -5.95 -0.05
C 0.34 -7.13 0.48
C 1.44 -7.11 1.32
C 2.04 -5.90 1.64
C 1.55 -4.71 1.11
H -1.02 -5.97 -0.70
H -0.14 -8.08 0.23
H 1.83 -8.03 1.73
H 2.90 -5.87 2.29
H 2.03 -3.77 1.36
C 3.96 2.38 2.17
S 2.89 0.94 2.39
C 3.23 0.02 0.93
C 2.33 -0.78 0.34
S 0.80 -1.20 1.12
S 2.91 -1.73 -1.02
C 4.54 -1.16 -1.00
S 5.68 -1.64 -2.07
S 4.83 0.01 0.24
H 3.70 3.05 2.99
H 3.74 2.88 1.22
H 5.01 2.12 2.24
*
```

Calculated values
**Frontier orbital gap**: 0.232 Ha
**ΔE to the lowest compared entry with this formula, charge and spin**: 59.9 kJ/mol
**E_LUMO**: -0.23 eV

Atomic partial charges in e from the Mulliken method, atoms 1 to 5: atom 1 (Au): 0.58, atom 2 (C): -1.16, atom 3 (P): 0.50, atom 4 (C): 0.32, atom 5 (C): -0.26


| no. | E_tot (Eh) |
| --- | --- |
| 1 | -7253.12611 |
| 2 | -5429.47280 |
| 3 | -5419.23788 |
| 4 | -6517.08502 |
| 5 | -4484.89538 |